Record 1
ORCA calculation (ωB97M-V/def2-TZVPD) on a cluster of 2 separate species, C3H6O4 in total in a non-equilibrium geometry.

For the lowest unoccupied orbital energy, the calculation gives 0.52 eV. The energy relative to the best compared isomer or geometry (same formula, charge and spin) is 2.687 eV. The HOMO energy comes out at -8.2086 eV.

XYZ file:
```
13
Properties=species:S:1:pos:R:3:forces:R:3:lowdin_charge:R:1
C 1.486 0.048 0.053 -0.105 -0.193 0.014 0.041
C -1.741 -1.147 0.081 0.914 -0.847 -0.068 -0.209
C 1.117 1.250 -0.371 -0.323 -0.255 -0.031 -0.530
O -2.808 -0.461 0.310 -0.658 -0.019 0.365 0.068
O -0.110 1.545 -0.877 0.312 0.449 -0.004 0.053
O 1.931 2.327 -0.344 -0.270 -0.018 -0.116 0.081
O -1.756 -2.296 0.785 -0.567 0.816 -0.161 0.036
H 0.783 -0.764 0.002 -0.050 -0.002 -0.057 0.011
H 2.459 -0.142 0.445 0.462 0.104 0.133 0.050
H -3.431 -0.881 0.943 0.127 -0.098 -0.008 0.126
H -0.690 0.770 -0.830 0.165 -0.226 0.090 0.057
H 1.449 3.067 -0.733 -0.008 0.024 0.008 0.114
H -0.952 -2.806 0.622 0.001 0.265 -0.165 0.103
```
Positions in Å, forces in eV/Å.

***

Record 2
ORCA calculation (ωB97M-V/def2-TZVPD) on a structure of composition C19H11IN4O4PtS.

For the lowest unoccupied orbital energy, the calculation gives -1.65 eV. The energy relative to the best compared isomer or geometry (same formula, charge and spin) is 0.000 eV. The HOMO energy comes out at -7.9976 eV.

XYZ file:
```
41
Properties=species:S:1:pos:R:3:forces:R:3:lowdin_charge:R:1
Pt -0.840 1.196 1.292 0.328 -0.314 -0.655 1.291
O 2.340 4.332 0.041 -0.012 0.137 0.038 0.197
C 1.561 3.551 0.472 -0.238 0.037 0.081 -0.361
O 0.191 3.768 0.300 0.430 -0.138 -0.346 0.092
C 1.985 2.368 1.310 -0.013 -0.163 0.019 -0.128
C 3.314 2.338 1.693 -0.007 0.023 -0.060 0.031
C 3.756 1.343 2.552 0.004 -0.049 0.035 -0.003
C 2.848 0.422 3.037 0.047 -0.014 -0.007 0.043
C 1.531 0.505 2.621 -0.092 -0.052 -0.029 -0.143
N 1.122 1.430 1.746 -0.017 0.158 0.082 0.003
C 0.437 -0.389 3.201 0.062 0.017 0.025 -0.597
O 0.748 -1.358 3.849 0.018 0.073 0.022 0.104
O -0.764 0.051 2.976 -0.328 0.080 -0.153 -0.174
H 3.974 3.107 1.321 -0.006 -0.001 0.006 0.130
H 4.793 1.309 2.856 -0.002 0.000 0.001 0.122
H 3.109 -0.359 3.737 -0.010 -0.009 -0.006 0.134
C -0.405 2.632 -0.095 -0.132 0.362 -0.001 -0.306
C -0.673 1.756 -0.930 -0.221 -0.069 0.776 0.002
C -0.898 0.849 -2.027 0.004 -0.115 0.077 -0.238
C 0.132 0.666 -2.952 0.019 0.020 0.026 -0.041
C -0.035 -0.224 -4.002 0.032 0.020 0.016 -0.084
C -1.219 -0.938 -4.121 -0.025 -0.033 -0.009 -0.076
C -2.237 -0.763 -3.192 -0.043 -0.014 -0.025 -0.056
C -2.086 0.127 -2.144 0.043 0.054 0.024 -0.024
H 1.055 1.223 -2.845 -0.010 0.002 -0.013 0.118
H 0.758 -0.358 -4.726 0.002 0.005 0.003 0.106
H -1.348 -1.635 -4.938 -0.003 -0.003 0.001 0.107
H -3.154 -1.329 -3.279 -0.003 0.004 -0.001 0.114
H -2.859 0.250 -1.399 -0.023 0.003 -0.013 0.095
S -5.519 0.595 0.931 -0.065 -0.031 0.003 0.542
C -3.931 0.813 0.993 0.124 0.024 -0.102 -0.962
N -2.771 0.976 0.973 0.066 -0.036 0.223 -0.133
I -1.201 -5.759 1.271 0.002 0.000 0.001 0.856
C -0.782 -3.898 0.500 -0.014 -0.002 -0.044 -0.780
C -0.024 -3.614 -0.609 -0.030 -0.046 -0.024 -0.157
N -0.026 -2.272 -0.727 0.003 -0.008 0.027 -0.014
N -0.742 -1.667 0.233 0.078 0.007 -0.059 0.027
C -1.209 -2.648 0.986 0.043 0.041 0.077 -0.195
H 0.491 -4.256 -1.303 0.010 0.003 0.007 0.115
H 0.395 -1.715 -1.452 -0.028 0.021 -0.040 0.133
H -1.815 -2.426 1.850 0.006 0.004 0.012 0.113
```
Positions in Å, forces in eV/Å.

***

Record 3
ORCA calculation (ωB97M-V/def2-TZVPD) on a cluster of 3 separate species, C3H15N2O2 in total in a non-equilibrium geometry.

For the lowest unoccupied orbital energy, the calculation gives -2.63 eV. The energy relative to the best compared isomer or geometry (same formula, charge and spin) is 0.568 eV. The HOMO energy comes out at -13.9660 eV. As for the total charge: +1.

XYZ file:
```
22
Properties=species:S:1:pos:R:3:forces:R:3:lowdin_charge:R:1
C -1.485 0.704 -0.163 0.767 0.112 0.325 -0.204
N -1.303 1.825 0.777 -0.303 -0.430 -0.166 0.005
C -0.097 -0.007 -0.386 -1.365 1.017 0.181 -0.130
N 0.650 0.061 0.882 -0.432 0.026 0.997 -0.041
C 2.086 0.411 0.943 0.855 -0.702 -0.768 0.005
H -2.210 -0.023 0.199 0.000 0.067 0.185 0.121
H -1.826 1.033 -1.135 -0.098 0.004 -0.102 0.094
H -1.954 1.762 1.548 -0.088 0.186 -0.056 0.089
H -1.451 2.708 0.308 0.063 0.093 0.170 0.091
H -0.364 -1.024 -0.623 0.802 -0.282 -0.501 0.115
H 0.435 0.571 -1.129 0.283 -0.501 -0.257 0.121
H 0.422 -0.756 1.453 0.618 -0.472 -0.394 0.142
H 0.191 0.820 1.398 -0.415 0.698 -0.110 0.120
H 2.257 1.476 0.810 -0.429 0.122 0.519 0.106
H 2.452 -0.008 1.873 0.246 0.432 0.157 0.104
H 2.678 -0.025 0.137 -0.425 -0.454 0.000 0.105
H -0.884 0.788 -3.543 -0.022 -0.101 -0.128 0.059
H -1.449 -0.624 -3.719 0.034 0.054 -0.014 0.061
O -1.006 -0.050 -3.083 -0.038 0.032 -0.104 -0.045
H 0.821 -3.381 0.378 0.031 -0.331 0.093 0.056
H 1.058 -3.419 1.921 -0.009 -0.321 -0.110 0.059
O 0.980 -2.844 1.156 -0.072 0.752 0.081 -0.034
```
Positions in Å, forces in eV/Å.

***

Question: The lowest lowest unoccupied orbital energy belongs to which entry?
Answer: C3H15N2O2